Here is a cluster of 10 separate species, C31H57Br10NO4 in total in a non-equilibrium geometry from OMol25. Energies are from ωB97M-V/def2-TZVPD.

```
103
Properties=species:S:1:pos:R:3:forces:R:3:mulliken_charge:R:1
C -0.982443 -1.115825 4.871722 0.231 -0.044 -0.424 -0.490
H -0.720091 -6.600494 -2.208654 -0.073 0.108 0.035 0.353
H 1.615648 1.061499 -6.003166 0.008 0.127 -0.142 0.342
Br 1.129348 -0.853610 -3.772700 -0.146 0.109 -0.390 -0.128
C -0.358305 -1.052271 0.163563 -0.457 -0.714 -0.468 -0.453
H 7.161589 -1.600732 -0.045149 -0.406 -0.119 0.286 0.295
H -0.026349 -0.733466 4.521276 -0.105 0.297 0.015 0.317
H 4.048658 -1.058470 -2.476456 -0.143 -0.144 -0.186 -0.379
O -1.132994 3.970340 -2.849856 0.583 -0.613 -0.673 -0.267
H 2.892439 0.939734 -2.227390 -0.361 -0.011 0.418 -0.070
H 1.649534 4.993346 3.474836 0.171 0.057 -0.104 0.313
C 1.394226 3.284065 2.219009 0.369 -0.968 -0.630 0.435
H -2.045009 -3.480179 0.665511 -0.101 -0.494 0.020 -1.060
H 0.369506 -5.900524 0.563911 -0.028 -0.311 0.077 0.404
C -5.021656 -4.019736 2.081080 0.213 -0.292 0.292 -0.659
H 5.995481 -0.171381 -1.622253 0.285 -0.018 0.151 0.145
C -0.470351 -6.016054 -0.121072 0.938 0.902 0.471 0.031
H 0.476652 1.798699 5.059207 0.018 -0.288 -0.100 0.255
H -0.906653 0.478713 -4.375257 -0.033 -0.028 -0.007 0.467
H -0.513062 3.059715 3.130799 0.165 0.004 0.664 0.242
Br -3.063017 1.084430 0.686909 -0.276 0.069 -0.067 0.036
H 3.805108 -3.398677 -1.200660 0.635 -0.516 -0.036 -0.010
H -0.615540 5.889941 -3.131873 -0.368 0.201 0.038 0.313
C 2.099441 3.994635 3.386133 -1.487 1.500 -0.324 -0.634
C 2.464358 4.019564 -2.981782 -0.449 0.876 -0.017 -0.660
Br 2.273571 -0.168570 0.769941 -0.034 -0.130 0.118 -0.205
H -2.093141 -2.970325 4.654602 0.263 -0.005 0.233 0.242
C 2.859641 2.009977 -2.034993 0.452 -0.815 -0.403 0.071
C 3.654314 3.940870 -0.934037 -0.297 0.098 0.484 -0.348
Br 0.210908 -2.633978 -0.833818 0.147 0.045 0.219 -0.117
Br 1.523735 -5.513529 -2.093721 -0.212 -0.177 0.064 -0.180
H 4.054818 4.391847 -0.032523 0.316 0.205 -0.281 0.392
H 0.761795 0.123929 -1.186064 0.035 0.398 0.003 -0.354
H -5.814594 -4.765858 2.109476 -0.122 0.149 -0.218 0.398
C 3.526154 2.564435 -0.964403 0.282 0.372 0.033 -0.308
H -0.450249 -1.397590 1.187956 0.197 0.371 0.185 0.011
H -3.824300 -5.474301 3.128600 0.207 0.058 0.169 0.279
C -2.939773 -3.318439 1.265747 -0.085 1.084 0.130 1.354
H -1.229271 -2.514319 3.240860 0.547 -0.004 0.271 -0.005
Br -7.512832 -0.124740 0.972114 -0.045 0.108 0.019 -0.146
H -1.570403 4.114501 -0.005322 0.241 -0.245 -0.263 -0.148
C -2.126460 5.522226 -1.500105 -0.012 -0.072 0.219 -0.682
H -3.237680 4.070178 -0.307645 -0.272 -0.423 -0.557 0.393
C 6.779020 -2.142596 -0.914234 0.512 0.678 -1.065 -0.514
C -0.866186 5.252103 -2.283748 0.080 0.052 -0.342 -0.320
H -3.029476 -2.221244 1.328409 -0.155 0.032 -0.120 -0.287
Br 0.325677 -3.590546 4.944435 -0.099 -0.044 -0.149 -0.145
H -4.803913 0.104339 2.203538 0.275 -0.533 -0.403 0.276
H 4.027344 -2.003800 -0.304274 0.782 0.202 0.152 -0.216
O 5.804286 -3.124594 -0.629180 0.022 -0.086 0.327 -0.451
H 7.649908 -2.602220 -1.387280 -0.053 -0.421 0.289 0.281
H 4.919817 -2.459168 -3.197304 -0.311 -0.110 0.031 0.280
H 0.451190 1.497787 -3.803247 -0.062 0.204 -0.236 -0.279
Br -2.395491 0.022566 4.121832 0.200 -0.076 0.173 -0.179
H 0.421744 -7.583668 -1.294656 0.015 -0.027 0.032 0.410
H -5.268756 1.650254 1.784735 0.256 0.377 -0.512 0.443
H -1.358586 -0.865069 -0.222845 0.111 0.202 0.042 0.293
C -2.288028 4.153194 -0.835604 0.100 0.680 0.565 -0.262
H 1.943094 1.378513 4.075221 -0.364 -0.362 -0.195 0.215
H 0.023099 5.277126 -1.634789 -0.107 -0.395 0.078 0.068
H -5.840260 0.878619 -0.610499 -0.091 0.245 0.129 0.425
C -4.242368 -3.924733 0.774404 -0.265 -0.228 -0.332 -0.395
H 0.941614 3.924251 1.460773 -0.006 0.353 0.295 0.196
H -4.183561 -3.977000 4.067314 0.218 -0.184 0.164 0.327
C -5.747630 0.231940 0.254410 0.134 -0.945 -0.587 -0.468
H 3.163436 4.204065 3.259316 0.208 -0.798 0.259 0.318
C 3.162868 4.690287 -1.986353 0.139 -0.072 0.239 -0.431
C 6.172540 -1.187179 -1.977364 -0.362 -0.129 -0.063 -0.533
N 2.270104 2.715787 -2.995945 0.309 -0.271 -0.193 -0.029
C -1.924846 3.179529 -1.997974 -0.616 1.196 2.346 0.200
H -0.100222 1.594942 2.415434 0.637 -0.195 -0.150 -0.233
O 1.680513 3.342246 4.581801 0.744 -0.457 -0.001 -0.484
H 0.182615 1.021746 0.299041 -0.081 0.109 -0.256 -0.165
H -2.880049 2.868934 -2.422542 0.372 -0.335 -0.634 0.269
C -1.164786 -2.510491 4.325260 -0.326 0.420 0.393 -0.204
H -4.802294 -3.331666 0.048528 0.322 0.255 -0.012 0.339
H 6.826280 -1.160677 -2.847021 -0.040 0.264 -0.023 0.336
H 3.988646 1.987510 -0.179107 -0.169 -0.281 -0.080 0.584
C 4.563309 -2.621530 -1.043847 -1.907 0.033 -0.398 0.475
C 1.106398 2.072463 4.213957 0.165 1.081 0.599 -0.376
C 4.801909 -1.826505 -2.318610 1.010 0.268 0.499 0.223
C 0.564196 0.093543 -0.119689 0.071 -0.247 0.471 0.948
H 3.323723 5.758691 -2.005602 -0.202 0.055 -0.137 0.421
O -2.742073 -3.772727 2.606834 -0.235 -0.739 -0.534 -0.281
C -3.933416 -4.386336 3.087240 -0.456 0.163 -0.356 -0.519
Br -0.310124 2.642307 -6.428887 0.152 -0.015 -0.051 -0.189
C -4.861034 0.748256 1.325838 -0.307 0.688 1.463 -0.731
H -4.076965 -4.887942 0.287237 0.033 -0.140 0.307 0.276
C 0.023963 -6.581671 -1.418906 -0.022 -0.499 -0.271 -0.475
H -1.034624 -1.019006 5.948844 -0.111 -0.160 0.066 0.493
H -5.380747 -0.731550 -0.094958 -0.037 -0.001 -0.060 0.175
H 2.054255 2.627610 1.640077 0.202 0.065 0.279 -0.466
H -1.376135 2.365069 -1.517381 0.082 -0.359 -0.679 -0.224
C 0.541183 0.960704 -5.905860 -0.227 0.195 0.166 -0.572
Br -1.785019 -7.079546 0.807727 -0.106 -0.105 -0.258 -0.169
H -2.955940 5.698840 -2.187043 -0.008 0.193 0.042 0.300
H -5.420272 -3.035303 2.329376 -0.190 -0.010 -0.016 0.216
H -2.058066 6.313362 -0.754769 0.029 0.140 -0.161 0.377
H 1.979102 4.581220 -3.772824 0.069 -0.007 -0.100 0.405
C 0.364860 2.427243 2.953407 -0.897 0.026 -0.624 0.279
H 0.136816 0.222173 -6.587019 0.161 -0.146 -0.014 0.421
H -0.823680 -4.996786 -0.228911 -0.504 -0.206 -0.171 -0.466
C 0.148282 0.706763 -4.481067 0.115 -0.299 0.457 0.004
```
Forces are in eV/Å.

The structure (SMILES) is c1ccncc1.C1CCOC1.C1CCOC1.C1CCOC1.C1CCOC1.BrCCBr.BrCCBr.BrCCBr.BrCCBr.BrCCBr. For the max |F|, the calculation gives 2.70 eV Å⁻¹. As for the total energy: -27311.1655 Ha.

---

Here is a structure of composition C31H57CoN2O2P2 in a non-equilibrium geometry from OMol25. Energies are from ωB97M-V/def2-TZVPD.

```
95
Properties=species:S:1:pos:R:3:forces:R:3:mulliken_spin:R:1
H 2.718287 -5.383360 -2.435520 0.114 0.150 0.018 0.000
H 2.706796 2.751744 -1.674044 -0.001 0.040 0.287 -0.001
N 0.624184 1.096141 -0.078664 1.702 5.269 2.476 -0.127
H -4.234377 0.421058 -3.464706 0.087 -0.077 -0.074 0.000
H -5.199807 0.670629 2.083112 0.289 0.067 -0.014 0.002
H -2.124091 3.768419 4.412268 -0.071 -0.231 -0.011 0.002
C 1.823828 -0.828960 -3.180552 0.316 -0.527 0.112 0.027
H -3.310423 2.607467 3.806207 0.404 0.013 0.145 -0.001
H -2.670292 -1.957402 1.547263 -0.057 0.102 0.049 0.003
H 0.317952 -3.995959 -0.018338 0.240 -0.072 0.005 0.001
C 0.878563 2.119364 0.481545 0.769 -1.838 -5.019 0.125
H 4.544933 -2.330915 1.724757 -0.142 0.038 0.289 0.006
H -0.308160 -1.112324 -3.684202 0.160 0.191 0.039 -0.004
H -2.257464 -1.048388 3.861635 -0.174 0.031 -0.041 -0.005
C 0.387535 -4.040357 -2.748807 -0.022 -0.174 0.086 0.002
C 0.411050 -0.297789 -3.516086 0.131 -0.069 0.039 0.059
H 2.524877 3.888414 1.917551 -0.138 0.125 -0.054 0.000
H -4.132124 2.076399 2.293487 -0.101 -0.337 -0.095 0.001
H 3.840130 -2.512822 -0.662535 -0.133 0.292 0.076 -0.011
C 2.695207 -1.630948 0.946833 -0.068 0.474 0.079 -0.048
C -1.022298 -1.764355 -0.557460 -4.057 -3.638 -0.461 -0.158
O -3.164258 0.039340 -1.729696 0.235 0.433 -0.090 -0.004
H 1.545392 -0.972813 4.526776 0.173 0.106 0.099 0.010
H 0.025328 0.344118 -2.704820 0.131 -0.222 -0.267 0.009
C -1.311230 2.594712 2.833054 -0.488 -0.900 -0.289 0.016
C 1.109555 -0.702593 2.442186 0.394 -0.764 -0.305 -0.033
H -3.438777 -0.913434 0.313498 0.100 -0.083 0.366 -0.009
H 3.749659 -2.146139 4.115893 -0.293 0.237 -0.138 -0.002
C 1.856639 4.378131 1.200404 0.049 0.475 0.381 0.002
C 3.122821 -1.784438 3.298660 -0.010 -0.020 0.057 -0.056
C 3.131975 -1.687646 -0.511916 0.334 -0.131 -0.056 -0.012
H 2.663623 1.094381 -3.702736 0.021 -0.196 0.204 -0.001
H 0.859409 2.544418 2.617533 -0.026 0.086 0.418 -0.042
H -1.967810 2.064153 4.857483 -0.070 0.217 -0.250 0.002
C -3.102834 -0.371799 3.690131 -0.490 0.073 0.398 0.004
C 3.564618 -1.940573 1.987643 -0.005 -0.160 -0.392 0.156
C 2.861866 -4.297435 -2.362778 -0.200 -0.117 -0.107 0.003
H 2.432774 0.862135 -1.953027 0.141 -0.197 -0.304 0.003
Co 0.295825 -0.689283 -0.256511 -0.484 -0.021 -0.978 2.043
P 1.636713 -1.835800 -1.586795 0.498 -0.093 -0.196 -0.100
C 1.916768 -1.143864 3.526654 -0.058 0.120 -0.047 0.216
H 2.494660 -0.938151 -5.203054 0.018 -0.235 0.079 -0.001
H 0.950753 4.711260 1.714059 0.225 -0.132 -0.117 0.000
H -4.025233 -0.928797 3.907337 0.131 0.090 0.089 0.001
C -3.124506 0.079382 2.234622 0.774 -0.235 0.509 0.079
H 0.375799 -5.132140 -2.883629 -0.101 0.252 -0.056 0.000
C -3.396924 -1.156827 1.383007 0.073 -0.129 -0.390 0.035
H 3.669255 -0.756712 -0.784241 -0.314 -0.385 0.364 0.015
H 3.485648 4.032953 -0.756319 -0.259 -0.140 0.174 0.000
H -2.590466 0.788056 -1.946319 -0.183 -0.190 0.146 -0.006
H -3.024807 0.450503 4.406127 -0.095 -0.264 -0.173 0.001
H 2.363767 5.285004 0.847372 -0.080 -0.261 -0.097 0.000
H 3.799255 0.067608 -2.797888 -0.290 0.068 -0.025 0.000
H 3.407522 -2.006984 -4.125351 -0.308 0.078 -0.080 0.000
C 1.545281 3.465067 0.026315 -0.058 0.504 1.117 0.018
H -4.186107 1.233353 0.736124 -0.013 -0.077 0.343 -0.001
H -2.726864 3.497052 1.401592 0.303 -0.059 0.086 0.001
H 1.749946 -2.452425 -4.666806 0.294 0.220 0.084 0.001
H -0.577152 -3.741632 -2.318517 0.307 -0.111 -0.219 -0.001
H 3.420481 2.385461 -0.077334 -0.006 0.210 -0.204 0.000
H -1.514374 4.611884 2.074231 -0.108 -0.085 -0.073 0.003
C 1.282729 -4.327622 -0.419681 -0.101 0.150 -0.149 -0.003
C -4.213437 1.089340 1.829242 0.212 0.246 -0.078 -0.004
C 0.021958 0.196065 2.661297 -0.256 -2.259 2.159 0.480
H -3.010402 -0.879327 -3.579524 -0.016 0.103 -0.070 -0.001
C -3.770964 -0.419562 -2.937316 -0.104 -0.207 0.013 0.002
N 1.463831 -1.159313 1.190100 0.366 0.585 1.007 0.085
H 2.074276 -4.097601 0.303939 -0.156 -0.094 -0.119 0.000
C 2.864632 3.132910 -0.659901 0.312 -0.515 -0.371 0.001
H -0.248244 4.627531 -0.371059 0.161 -0.016 -0.192 0.001
H 0.471318 0.310247 -4.428883 -0.051 -0.142 0.125 0.000
H 0.242809 3.968791 3.461361 -0.145 -0.227 0.129 0.003
O -1.848765 -2.548515 -0.829934 2.377 2.052 0.522 0.006
H 0.501545 -3.576851 -3.737483 -0.089 -0.206 0.302 0.001
C -1.680659 3.581670 1.725473 0.048 0.362 0.030 0.010
H 1.239127 -5.417780 -0.541899 0.024 0.188 0.050 0.000
H -1.039293 3.411596 0.851797 -0.388 0.078 0.241 -0.004
H 3.719153 -4.122293 -1.706023 -0.116 -0.091 -0.153 -0.001
C 1.556675 -3.703946 -1.803960 -0.063 0.283 -0.365 0.033
H 0.155588 3.459653 -1.645179 0.090 0.172 0.096 -0.001
H -5.215259 -1.910566 -3.496701 0.054 0.070 0.119 0.000
H -4.395046 -2.245530 -1.958669 -0.032 0.173 -0.120 0.000
C 2.401191 -1.628596 -4.350792 0.031 0.358 -0.363 0.001
H 0.317703 2.415237 4.307210 -0.066 0.054 -0.259 0.001
C 2.743521 0.363509 -2.882199 -0.131 0.018 0.064 0.011
H -4.387598 -1.555197 1.664342 0.301 0.148 -0.005 0.001
P -1.365172 0.874223 1.832334 -2.041 1.055 -0.750 0.115
H 1.075373 4.961732 -1.493765 0.152 -0.179 0.278 0.001
H -5.659167 -0.991542 -2.047946 0.231 -0.107 -0.073 0.000
H 3.096628 -3.932410 -3.367216 -0.038 -0.093 0.257 0.001
C 0.577099 4.169850 -0.922043 -0.511 -0.202 -0.408 0.002
H -0.109597 0.355906 3.736454 0.550 0.177 -0.102 -0.023
C -2.247511 2.738469 4.035540 0.034 0.380 0.183 0.002
C 0.106857 2.886392 3.339087 0.086 -0.055 -0.082 0.058
C -4.819196 -1.452010 -2.584713 -0.240 -0.050 0.090 -0.001
```
Forces are in eV/Å.

For the max |F|, the calculation gives 6.07 eV Å⁻¹. Its expectation value of S² is 3.819. As for the total energy: -3540.5522 Ha. As for the net charge: +1. The spin multiplicity is 4.